The following is a quantum chemistry calculation of a cluster of 6 separate species, C73H164NO4P5 in total at a distorted geometry, from the Open Molecules 2025 dataset.

Values from the calculation:
Kohn-Sham gap	0.2207	hartree
HOMO level	-9.8	eV
strongest force on any atom	4.1	eV/Å
total energy	-4941.8015	hartree
energy relative to the best compared isomer or geometry (same formula, charge and spin)	61.48	kJ/mol

```
! wB97M-V def2-TZVPD RIJCOSX def2/J DEFGRID3
* xyz 2 1
P 1.20852 -0.12312 -1.13899
O 0.20787 1.02666 -0.82810
O 2.50592 0.20537 -0.28702
O 1.58054 -0.24008 -2.69576
O 0.44189 -1.47742 -0.79572
C 1.87528 3.95880 3.37603
C 2.76287 2.79957 2.92476
C 2.08821 1.40878 3.30794
C 0.78271 1.11056 2.50591
N 0.12774 -0.23091 2.76569
C -0.25035 -0.33591 4.27732
C 0.79550 -1.31463 4.80091
C 1.28469 -2.19520 3.64923
C 0.93200 -1.48033 2.37396
C -1.21476 -0.23008 1.99601
H 2.44191 4.88218 3.25609
H 1.57066 4.02664 4.42040
H 0.96878 4.05970 2.77924
H 3.67565 3.01508 3.48020
H 3.08688 2.84312 1.88495
H 1.86923 1.30618 4.37078
H 2.74525 0.59992 2.98835
H 1.08818 1.04628 1.46157
H 0.00550 1.85030 2.69778
H -1.19064 -0.88359 4.34046
H -0.32936 0.61811 4.79857
H 0.35592 -1.85573 5.63882
H 1.65779 -0.82389 5.25227
H 0.67533 -3.07716 3.84653
H 2.32900 -2.40571 3.87986
H 0.40888 -2.13488 1.67681
H 1.78577 -1.14355 1.78595
H -1.80652 -1.14055 2.09073
H -0.90712 -0.11690 0.95647
H -1.78203 0.66562 2.24906
C -5.58567 0.11047 -2.02561
C -4.12173 -0.26155 -1.77810
C -3.22834 -0.08369 -2.91870
C -1.70849 -0.60913 -2.86206
P -1.31508 -2.39208 -3.02528
C -1.94617 -3.29186 -1.55347
C -1.19889 -4.63141 -1.33888
C -1.94927 -5.46484 -0.20461
C -1.11212 -6.62664 0.08632
C -2.34756 -2.98921 -4.42537
C -2.09211 -2.16281 -5.71178
C -3.02869 -2.57728 -6.82110
C -4.46824 -1.94654 -6.49581
C 0.44617 -2.93433 -3.61151
C 0.74318 -4.28234 -4.27721
C 1.91422 -4.28869 -5.24724
C 1.91709 -3.36407 -6.47971
H -5.96306 -0.29753 -2.96328
H -5.78423 1.18215 -2.01201
H -6.26836 -0.30667 -1.28532
H -4.21958 -1.27626 -1.39223
H -3.62479 0.26478 -0.96316
H -3.04151 0.98567 -3.01699
H -3.59456 -0.38312 -3.90069
H -1.39910 -0.30613 -1.86179
H -0.98697 -0.04645 -3.45441
H -3.02566 -3.40885 -1.64909
H -1.86899 -2.62705 -0.69315
H -0.21283 -4.35439 -0.96595
H -1.19284 -5.12870 -2.30881
H -2.98650 -5.69138 -0.45144
H -1.97653 -4.88029 0.71499
H -0.85659 -7.33718 -0.69978
H -1.48126 -7.23488 0.91207
H -0.16631 -6.20243 0.42335
H -3.38578 -3.00831 -4.09398
H -2.08212 -4.04297 -4.51041
H -1.06630 -2.40161 -5.99244
H -2.12901 -1.09358 -5.50323
H -3.17913 -3.65670 -6.83898
H -2.72438 -2.32454 -7.83679
H -4.55759 -0.88057 -6.70513
H -4.71163 -2.12216 -5.44794
H -5.15079 -2.30855 -7.26469
H 1.02490 -3.02917 -2.69272
H 0.89049 -2.06662 -4.09910
H -0.06679 -4.49509 -4.97490
H 0.76062 -5.17165 -3.64717
H 2.08870 -5.32671 -5.53042
H 2.74986 -3.98744 -4.61553
H 1.89970 -2.32903 -6.13840
H 0.97712 -3.45224 -7.02449
H 2.74214 -3.45724 -7.18593
C 1.38098 8.67393 -2.71415
C 0.11689 8.16312 -2.06081
C 0.21401 6.82638 -1.42667
C 0.10059 5.70354 -2.49390
P 0.16539 3.89031 -1.90492
C 0.86530 3.07617 -3.41515
C -0.01313 3.21961 -4.72824
C 0.60801 2.54651 -6.02282
C 0.46062 0.98657 -5.86512
C 1.38994 3.85998 -0.50604
C 2.80633 3.64858 -0.97093
C 3.47783 4.92718 -1.48689
C 5.03063 4.96028 -1.56501
C -1.61491 3.49558 -1.58335
C -2.20030 4.24035 -0.33938
C -2.17002 3.41426 0.98815
C -2.40781 4.09314 2.30033
H 1.21132 9.59406 -3.27333
H 1.85271 7.98413 -3.41396
H 2.12413 8.93122 -1.95942
H -0.69938 8.17931 -2.78299
H -0.22556 8.85237 -1.28895
H -0.55635 6.74898 -0.65944
H 1.14521 6.77690 -0.86227
H 0.84369 5.85326 -3.27716
H -0.76371 5.87069 -3.13667
H 0.87179 2.02942 -3.11121
H 1.88452 3.35718 -3.68032
H -0.12216 4.26328 -5.02314
H -0.94203 2.68094 -4.54095
H 1.63950 2.81968 -6.24532
H 0.02628 2.92363 -6.86392
H -0.56403 0.76626 -5.56567
H 1.21113 0.62583 -5.16176
H 0.78930 0.51928 -6.79339
H 1.08134 3.01800 0.11357
H 1.16727 4.76136 0.06497
H 2.85472 2.88787 -1.75007
H 3.34741 3.26889 -0.10423
H 3.18406 5.73340 -0.81471
H 2.99549 5.17930 -2.43129
H 5.35989 4.91498 -0.52692
H 5.45670 5.76807 -2.16003
H 5.32948 4.08936 -2.14834
H -1.67367 2.43008 -1.36120
H -2.24537 3.77091 -2.42881
H -3.27995 4.37791 -0.39885
H -1.65493 5.17095 -0.18248
H -1.25677 2.82122 1.03684
H -2.76858 2.50422 0.94735
H -2.85187 3.43939 3.05102
H -2.99366 4.98386 2.07338
H -1.48142 4.25365 2.85181
C 5.69082 3.42728 -5.83423
C 4.70245 2.58824 -4.95326
C 5.22635 1.37344 -4.10838
C 4.17965 0.45989 -3.44177
P 4.82755 -0.62043 -2.16611
C 3.93118 -2.21378 -1.85634
C 4.57074 -3.45321 -1.15419
C 3.62200 -4.60848 -0.79024
C 2.45800 -4.25583 0.21200
C 6.40022 -1.16980 -2.87335
C 6.37945 -1.99121 -4.27640
C 7.66203 -2.71250 -4.41722
C 7.90087 -3.44423 -5.69901
C 5.55843 0.29071 -0.72273
C 6.07257 -0.57345 0.47883
C 6.41951 0.17696 1.75556
C 7.35323 -0.73318 2.63577
H 6.44676 2.72356 -6.18269
H 6.15629 4.19650 -5.21800
H 5.22342 3.95752 -6.66399
H 3.84821 2.25551 -5.54287
H 4.14656 3.19579 -4.23914
H 5.84886 1.81769 -3.33170
H 5.86393 0.74519 -4.73038
H 3.57725 -0.00474 -4.22236
H 3.49805 1.05938 -2.83834
H 3.56709 -2.50694 -2.84103
H 3.14398 -1.89730 -1.17206
H 4.96915 -3.05052 -0.22296
H 5.41519 -3.81025 -1.74370
H 4.13658 -5.44062 -0.30979
H 3.20088 -5.06386 -1.68656
H 1.84154 -5.13767 0.38648
H 1.72832 -3.50487 -0.09084
H 2.82788 -3.84581 1.15178
H 6.76138 -1.87603 -2.12575
H 7.15438 -0.43016 -3.14220
H 6.08085 -1.43825 -5.16700
H 5.60903 -2.75793 -4.19461
H 7.83811 -3.41247 -3.60043
H 8.50889 -2.04621 -4.25299
H 8.95375 -3.70690 -5.80169
H 7.79372 -2.75930 -6.54013
H 7.30439 -4.35139 -5.79585
H 4.75766 0.93448 -0.35881
H 6.31934 0.86449 -1.25177
H 6.89952 -1.20622 0.15655
H 5.20028 -1.17767 0.72809
H 5.46662 0.32916 2.26245
H 6.84365 1.17610 1.65589
H 8.27952 -0.74897 2.06146
H 6.90155 -1.69429 2.88148
H 7.48802 -0.26247 3.60961
C -6.54919 2.51356 8.88518
C -6.52104 2.82779 7.35606
C -5.54144 1.89247 6.47850
C -6.09619 0.49561 6.19355
P -4.85970 -0.71626 5.66571
C -3.90840 -0.11954 4.20389
C -4.75916 0.28615 2.95995
C -4.81854 -0.70255 1.76976
C -5.02558 -2.22191 2.01166
C -3.86837 -0.99429 7.22729
C -2.55590 -0.24925 7.16633
C -1.72971 -0.44536 8.45870
C -0.97901 -1.76811 8.43225
C -5.85481 -2.26734 5.30960
C -6.58800 -2.81785 6.58251
C -7.44513 -4.06683 6.31827
C -6.70171 -5.23363 5.60928
H -7.05061 1.56697 9.08685
H -7.00337 3.40240 9.32308
H -5.50800 2.45656 9.20263
H -6.26071 3.88624 7.35857
H -7.53285 2.78495 6.95293
H -4.63929 1.83888 7.08788
H -5.28312 2.38886 5.54311
H -6.83352 0.48787 5.39083
H -6.63820 0.24980 7.10672
H -3.16069 -0.89752 4.04960
H -3.29197 0.70320 4.56609
H -4.39387 1.21740 2.52702
H -5.79395 0.48167 3.24115
H -3.92419 -0.67964 1.14711
H -5.57739 -0.31969 1.08737
H -4.32115 -2.58974 2.75771
H -4.88869 -2.88640 1.15853
H -6.00567 -2.39778 2.45503
H -3.71155 -2.06647 7.34539
H -4.43868 -0.67159 8.09833
H -2.71191 0.80265 6.92701
H -2.01061 -0.71569 6.34586
H -2.44579 -0.53060 9.27606
H -1.01329 0.35921 8.62452
H -1.59171 -2.55924 8.00002
H -0.67672 -2.08581 9.43014
H -0.08203 -1.58195 7.84160
H -5.03928 -2.93269 5.02620
H -6.54169 -2.03418 4.49602
H -7.25546 -2.02247 6.91411
H -6.04467 -2.96337 7.51616
H -8.21933 -3.84142 5.58485
H -7.92338 -4.47650 7.20796
H -5.76087 -5.50514 6.08801
H -6.32431 -5.06173 4.60125
H -7.48852 -5.97433 5.46650
*
```